No. 1
Below is a 2-piece molecular cluster, C3H9NS2 overall in a non-equilibrium geometry, with properties calculated with the ωB97M-V functional and the def2-TZVPD basis.

```
15
Properties=species:S:1:pos:R:3
S 2.17698 -0.22910 -0.88887
S 2.00502 1.93382 -0.78204
N -0.78838 -0.36680 1.90838
C -1.63661 0.79776 1.52105
C -0.67623 -1.35216 1.13674
C 0.91052 -0.57524 -2.10135
H 0.11949 -2.05711 1.36764
H 2.70056 1.99981 0.39596
H 0.19738 -1.31597 -1.75607
H -2.68107 0.49227 1.57863
H -1.37658 1.00683 0.48477
H -1.33767 1.58929 2.19299
H 0.31390 0.32158 -2.29296
H -1.34979 -1.48690 0.27713
H 1.42248 -0.75808 -3.04200
```

- ΔE to the lowest compared entry with this formula, charge and spin (kJ/mol) = 175.1
- SMILES = C=NC.CSS
- HOMO (eV) = -8.33
- lowest unoccupied orbital energy (Eh) = 0.0060
- Kohn-Sham gap (eV) = 8.495
- strongest force on any atom (eV/Å) = 2.10
- DFT total energy (hartree) = -970.7650

No. 2
Below is C33H27BrCl5F2GeO9P2Ta as an isolated structure in a non-equilibrium geometry, with properties calculated with the ωB97M-V functional and the def2-TZVPD basis.

```
81
Properties=species:S:1:pos:R:3
Ta 1.20428 -0.14584 1.00370
Br -1.66698 -3.57511 8.62203
Ge -0.67955 1.77212 -0.31995
Cl 6.44923 -2.09004 3.25424
Cl 3.01761 1.83073 -0.13160
Cl 3.32629 -2.22900 3.43023
Cl 7.78913 -0.15353 1.10229
Cl 6.00847 1.95463 -0.22694
P 1.71379 -2.07822 -1.10452
P -0.96307 -2.46443 -0.75731
F 1.38693 2.85739 2.34243
F 2.20070 1.14670 3.43128
O 1.60558 -2.40881 0.39468
O -0.84586 -1.12754 -0.03578
O -2.35012 -2.63048 -1.45203
O 0.27741 -1.29074 2.31983
O 2.99197 -2.53146 -1.85772
O 1.54183 -0.55915 -1.06292
O -0.93739 -3.75890 0.24117
O -1.63935 -0.11086 2.70999
O -0.08495 -2.11142 -3.31315
C -0.92267 -1.60248 4.39076
C 5.37033 0.68605 0.58346
C -1.24210 0.74977 -3.47452
C -0.83541 -0.93824 3.06808
C 1.01958 3.39979 -2.03168
C 4.09039 -1.27219 2.24594
C 1.45002 3.96770 -3.22285
C 5.49281 -1.15934 2.19610
C -0.07966 1.81412 -5.80091
C -4.61501 2.97218 -1.29671
C -0.36930 1.86933 -3.36213
C -2.23951 -1.78953 6.46576
C -1.55467 0.23254 -4.73779
C -1.42408 -2.84173 6.87076
C -5.49798 2.08442 -0.69954
C 0.47674 -4.24050 -2.42491
C -0.74911 3.69658 0.50460
C 3.34493 -0.48960 1.29957
C -2.65667 1.70523 -0.51202
C -0.98056 0.76622 -5.88223
C -0.02893 -2.59793 4.89607
C 3.97412 0.56393 0.61213
C -3.24834 2.77182 -1.26171
C 1.04636 3.53073 -4.46464
C -0.33290 -3.25063 6.05504
C 0.34788 -2.79535 -2.15348
C -4.93834 1.04076 0.00259
C 1.22403 1.49594 2.48263
C -2.04597 -1.30136 5.19686
C -3.53643 0.89369 0.15637
C -0.05349 2.43322 -2.10495
C 6.13186 -0.23625 1.34713
C 0.21772 2.40929 -4.60670
H 0.21721 -1.16418 -3.21015
H 0.87181 -4.82833 -1.53332
H 1.23862 -4.42036 -3.27527
H 1.39768 3.68411 -1.06322
H 0.27008 1.37847 3.05484
H 0.26135 -4.11203 6.36452
H -5.59220 0.32108 0.51285
H 3.66399 -1.86048 -1.77648
H -1.48987 3.66423 1.34356
H -2.74737 -0.62366 4.75523
H -1.68581 0.38910 -2.50962
H -0.33548 -3.68619 1.00151
H -2.25515 -0.61405 -4.83322
H 0.85331 -2.91283 4.35901
H 0.20960 4.02659 0.87751
H -3.04061 -1.41275 7.12093
H -1.17713 0.34109 -6.89182
H -5.05761 3.83502 -1.76703
H -0.51764 -4.69583 -2.74129
H -2.57503 3.36837 -1.89464
H 0.39832 2.23122 -6.73952
H -6.56596 2.27804 -0.74800
H 2.14885 4.75843 -3.21060
H -1.09023 4.45355 -0.25977
H -3.04791 0.21983 0.90949
H -2.93056 -3.46272 -1.36054
H 1.39613 3.98001 -5.41202
```

- ΔE to the lowest compared entry with this formula, charge and spin (kJ/mol) = 381.8
- total charge = +1
- HOMO (spin up / spin down) (eV) = -9.76 / -9.69
- lowest unoccupied orbital energy (spin up / spin down) (Eh) = -0.1679 / -0.2960
- multiplicity = 2
- Kohn-Sham gap (spin up / spin down) (eV) = 5.192 / 1.633
- strongest force on any atom (eV/Å) = 5.54
- DFT total energy (hartree) = -9842.0967

No. 3
Below is C41H41BrN5O2P2SW as an isolated structure, with properties calculated with the ωB97M-V functional and the def2-TZVPD basis.

```
94
Properties=species:S:1:pos:R:3
W 0.39180 0.68331 -0.16958
Br -3.04525 5.28963 -4.08481
S -2.06075 2.13775 2.17513
P 1.20204 -1.70763 0.25998
P -0.55928 0.58826 2.09214
O 0.41755 0.02915 -2.12315
O -1.38678 -0.23378 -0.52709
N -1.62863 -0.74441 -1.72995
N -0.68585 -0.54058 -2.52902
N -0.82367 2.28928 -1.31992
N -3.90893 2.86198 3.94300
N -2.32286 1.71554 4.90711
C 4.21039 -3.59849 2.22199
C 1.36228 2.36120 0.34774
C 2.58270 -2.03270 1.38327
C 0.82969 -3.47781 -1.89336
C 0.45809 0.91318 3.55935
C 3.89110 3.45310 0.63225
C -2.77561 2.21051 3.77042
C 2.43665 -3.73005 -3.66522
C 1.48495 3.75376 0.50953
C -0.18997 -2.68403 0.93873
C 2.85856 -2.17362 -1.88441
C -3.13680 2.20119 6.04441
C -0.16137 3.01908 -2.23506
C -0.75053 -0.99675 -3.89910
C 0.37827 -0.84276 -4.68621
C 3.01300 -1.09369 2.31974
C -2.15375 4.08592 -2.97819
C 1.64677 -2.52879 -1.28660
C 4.63426 -2.65812 3.15373
C 2.74259 4.28137 0.65006
C -4.38680 2.74388 5.33418
C -0.77618 3.92090 -3.07439
C 3.25234 -2.77426 -3.06637
C -1.92295 -1.57966 -4.36564
C -2.15344 2.44475 -1.25145
C -1.46797 -0.96295 2.40974
C 1.22921 -4.07783 -3.08247
C -0.62208 -2.24716 2.33704
C 0.53730 -0.00848 4.60717
C 3.79369 2.09207 0.46353
C -0.82991 -1.87969 -6.48874
C 1.31982 0.27137 5.72045
C -1.94888 -2.02409 -5.67460
C 4.03714 -1.40733 3.20296
C 1.15648 2.11874 3.65113
C -2.85289 3.32542 -2.04953
C 2.50203 1.56889 0.30758
C 0.32541 -1.29045 -5.99695
C 2.02020 1.46669 5.79879
C 1.93210 2.39317 4.76517
C 3.19128 -3.29006 1.33720
H 2.46534 3.33216 4.83163
H 4.20165 -2.51218 -3.51448
H -3.92605 3.40894 -1.95556
H 2.43069 0.46502 0.13143
H 4.37118 -0.67261 3.92402
H 0.90802 2.86672 -2.30289
H 2.87849 -4.02345 0.60360
H -3.36129 1.39024 6.73081
H -1.94263 -0.88585 3.39138
H -2.78832 -1.67906 -3.72726
H 1.27651 -0.40070 -4.28216
H 1.38064 -0.45010 6.52429
H 2.87371 5.34896 0.77082
H -5.22112 2.04431 5.37335
H -4.48169 3.20059 3.18562
H 4.86622 3.90939 0.74324
H 4.66922 1.45828 0.44641
H 4.67938 -4.57216 2.18110
H 2.62877 1.68117 6.66721
H 0.59864 -4.82722 -3.54217
H 5.43534 -2.90254 3.83840
H -1.37303 1.38822 5.01769
H -2.84875 -2.48019 -6.06304
H -2.67685 1.81915 -0.54224
H -0.86318 -2.22594 -7.51277
H 3.51476 -1.45179 -1.40806
H -2.26896 -0.99591 1.66967
H -0.19372 4.48023 -3.79231
H 0.25922 -2.18231 2.97792
H 0.15859 -3.71892 0.98033
H 1.19212 -1.17896 -6.63371
H -2.58914 2.98201 6.57134
H 2.75167 -4.20969 -4.58226
H 0.60733 4.38842 0.51770
H 2.55477 -0.11568 2.37176
H 1.08356 2.85262 2.86042
H -4.70652 3.70842 5.71750
H -0.00043 -0.94560 4.57442
H -1.03007 -2.64674 0.24461
H -0.11010 -3.77708 -1.44692
H -1.23986 -3.04407 2.75438
```

- ΔE to the lowest compared entry with this formula, charge and spin (kJ/mol) = 0.0
- total charge = +3
- HOMO (spin up / spin down) (eV) = -15.72 / -15.72
- lowest unoccupied orbital energy (spin up / spin down) (Eh) = -0.3328 / -0.3328
- Kohn-Sham gap (spin up / spin down) (eV) = 6.662 / 6.659
- strongest force on any atom (eV/Å) = 0.23
- DFT total energy (hartree) = -5732.3311

> Number 3 is which compound?

C41H41BrN5O2P2SW

> What is the formula in the first record?

C3H9NS2

> Among the records above, which one has the highest strongest force on any atom?

C33H27BrCl5F2GeO9P2Ta

Copy entry 1 word for word.
Below is a 2-piece molecular cluster, C3H9NS2 overall in a non-equilibrium geometry, with properties calculated with the ωB97M-V functional and the def2-TZVPD basis.

```
15
Properties=species:S:1:pos:R:3
S 2.17698 -0.22910 -0.88887
S 2.00502 1.93382 -0.78204
N -0.78838 -0.36680 1.90838
C -1.63661 0.79776 1.52105
C -0.67623 -1.35216 1.13674
C 0.91052 -0.57524 -2.10135
H 0.11949 -2.05711 1.36764
H 2.70056 1.99981 0.39596
H 0.19738 -1.31597 -1.75607
H -2.68107 0.49227 1.57863
H -1.37658 1.00683 0.48477
H -1.33767 1.58929 2.19299
H 0.31390 0.32158 -2.29296
H -1.34979 -1.48690 0.27713
H 1.42248 -0.75808 -3.04200
```

- ΔE to the lowest compared entry with this formula, charge and spin (kJ/mol) = 175.1
- SMILES = C=NC.CSS
- HOMO (eV) = -8.33
- lowest unoccupied orbital energy (Eh) = 0.0060
- Kohn-Sham gap (eV) = 8.495
- strongest force on any atom (eV/Å) = 2.10
- DFT total energy (hartree) = -970.7650